The following is a quantum chemistry calculation of a cluster of 3 separate species, C3H12O2S2 in total, from the Open Molecules 2025 dataset.

Cartesian coordinates (Å):
C: 0.666 -1.566 -2.658
C: -0.128 -1.263 -1.425
S: 0.735 -1.726 0.120
S: 2.526 -0.783 0.019
C: 2.135 0.947 0.448
H: 1.541 -0.938 -2.787
H: 0.949 -2.614 -2.683
H: 0.082 -1.351 -3.554
H: -1.068 -1.819 -1.397
H: -0.444 -0.231 -1.346
H: 1.281 1.148 1.076
H: 2.105 1.474 -0.500
H: 3.035 1.325 0.938
H: -1.413 1.249 1.092
H: -1.125 -0.308 0.918
O: -1.648 0.364 1.373
H: -2.906 1.278 3.272
H: -3.541 2.666 3.407
O: -2.781 2.149 3.687

Cartesian forces (eV/Å) of the 6 atoms listed first:
C -0.2 0.2 -0.8
C 0.0 -0.1 0.4
S -0.3 -0.2 -0.1
S -0.3 0.2 0.4
C 1.2 0.1 -0.7
H 0.3 0.0 0.4

## Properties
- HOMO energy (eV) = -9.02
- orbital gap (eV) = 9.7
- structure (SMILES) = CCSSC.O.O
- multiplicity = 1

Here are the Mulliken charges for atoms 1 to 4, given in e: number 1, C, carries -1.263; number 2, C, carries -0.394; number 3, S, carries -0.134; number 4, S, carries -0.070

=====

The following is a quantum chemistry calculation of an isolated molecule of C4H10ClNO, from the Open Molecules 2025 dataset.

Cartesian coordinates (Å):
C: -0.448 1.282 0.683
C: -1.243 -1.359 0.580
C: 1.720 -0.120 -1.282
C: -0.478 -0.167 0.002
N: 0.936 -0.681 -0.267
O: 2.852 -0.786 -1.693
Cl: 1.833 -0.640 1.327
H: -0.215 1.197 1.833
H: 0.387 1.895 0.216
H: -1.511 1.649 0.440
H: -1.419 -1.342 1.688
H: -0.805 -2.419 0.273
H: -2.319 -1.392 0.197
H: 1.036 -0.079 -2.206
H: 2.052 0.879 -0.987
H: -0.810 -0.027 -1.087
H: 2.922 -1.452 -1.057

Cartesian forces (eV/Å) of the 6 atoms listed first:
C -0.7 -1.4 0.6
C -1.8 -1.7 0.3
C -1.3 2.8 -2.1
C 2.0 0.4 -2.0
N -0.6 -1.5 2.3
O 0.1 0.3 -0.8

## Properties
- HOMO energy (eV) = -9.29
- orbital gap (eV) = 9.9
- structure (SMILES) = CC(C)N(Cl)CO
- multiplicity = 1

Here are the Mulliken charges for atoms 1 to 4, given in e: number 1, C, carries -1.024; number 2, C, carries -1.152; number 3, C, carries -0.162; number 4, C, carries 0.249

=====

The following is a quantum chemistry calculation of a structure of composition C76H187B2N17O33Pb, from the Open Molecules 2025 dataset.

Cartesian coordinates (Å):
Pb: 11.769 -0.305 25.486
O: 15.005 -0.983 21.426
C: 14.159 -0.712 20.537
O: 13.033 -1.364 20.208
B: 12.435 -0.816 18.998
O: 13.269 0.386 18.744
C: 14.254 0.488 19.670
O: 15.127 1.356 19.742
O: 11.008 -0.476 19.279
C: 10.235 -1.311 18.618
O: 9.012 -1.527 18.826
C: 11.193 -2.130 17.748
O: 12.319 -1.690 17.845
O: 10.849 -3.087 17.020
O: 13.892 -4.023 24.241
C: 13.910 -4.612 23.156
O: 13.239 -4.244 22.010
B: 13.354 -5.431 21.128
O: 14.637 -6.048 21.467
C: 14.944 -5.686 22.752
O: 15.856 -6.037 23.467
O: 12.231 -6.392 21.373
C: 11.610 -6.646 20.285
O: 10.581 -7.359 20.232
C: 12.229 -5.855 19.235
O: 13.308 -5.138 19.691
O: 11.767 -5.911 18.108
C: 10.252 -2.862 21.781
C: 10.351 -1.660 22.633
C: 9.122 -1.567 23.656
O: 9.270 -0.359 24.394
C: 8.100 0.042 25.124
N: 11.606 -1.834 23.384
H: 11.043 -3.098 21.069
H: 9.408 -2.578 21.152
H: 10.052 -3.761 22.365
H: 10.600 -0.769 22.055
H: 9.001 -2.432 24.308
H: 8.158 -1.478 23.155
H: 7.890 -0.748 25.846
H: 7.187 0.293 24.585
H: 8.267 0.944 25.714
H: 12.339 -1.867 22.689
H: 11.633 -2.726 23.857
C: 6.176 -9.748 20.472
C: 7.259 -10.458 19.675
C: 6.737 -11.526 18.782
O: 7.850 -12.344 18.343
C: 7.604 -13.462 17.537
N: 8.163 -9.548 18.870
H: 5.513 -10.395 21.046
H: 5.590 -9.050 19.874
H: 6.591 -8.970 21.113
H: 7.979 -10.855 20.390
H: 6.206 -11.188 17.892
H: 6.162 -12.214 19.401
H: 8.285 -14.313 17.530
H: 7.489 -13.166 16.495
H: 6.586 -13.705 17.841
H: 8.862 -9.109 19.452
H: 8.794 -10.077 18.285
C: 16.859 -12.435 18.166
C: 15.982 -11.155 18.162
C: 16.657 -9.834 18.664
O: 15.740 -8.798 18.604
C: 16.174 -7.602 19.248
N: 15.491 -11.069 16.779
H: 16.251 -13.324 18.339
H: 17.543 -12.425 19.015
H: 17.616 -12.581 17.395
H: 15.187 -11.384 18.871
H: 17.479 -9.600 17.988
H: 17.101 -10.104 19.622
H: 16.880 -7.056 18.623
H: 16.433 -7.817 20.284
H: 15.210 -7.094 19.278
H: 15.121 -11.908 16.355
H: 14.819 -10.335 16.610
C: 21.237 -13.313 21.480
C: 19.863 -12.888 21.884
C: 19.433 -11.453 21.381
O: 17.986 -11.379 21.429
C: 17.627 -10.293 22.280
N: 18.831 -13.761 21.579
H: 21.967 -12.820 22.122
H: 21.359 -12.967 20.454
H: 21.323 -14.393 21.603
H: 19.849 -12.758 22.966
H: 19.871 -11.215 20.412
H: 19.958 -10.743 22.020
H: 18.249 -9.408 22.141
H: 17.626 -10.777 23.257
H: 16.567 -10.069 22.155
H: 18.050 -13.129 21.472
H: 18.814 -14.213 22.482
C: 15.068 -3.753 16.837
C: 14.522 -4.602 15.734
C: 15.013 -6.056 15.801
O: 14.532 -6.815 14.751
C: 15.004 -8.149 14.751
N: 13.107 -4.604 15.965
H: 16.121 -3.500 16.712
H: 14.950 -4.143 17.848
H: 14.574 -2.783 16.888
H: 14.664 -4.145 14.754
H: 14.814 -6.524 16.766
H: 16.082 -6.131 15.602
H: 16.090 -8.220 14.811
H: 14.592 -8.689 13.898
H: 14.661 -8.665 15.648
H: 12.875 -5.013 16.859
H: 12.825 -3.654 16.160
C: 6.670 -4.240 19.732
C: 7.699 -4.747 18.753
C: 7.352 -6.175 18.272
O: 6.289 -6.083 17.280
C: 6.022 -7.455 16.865
N: 7.875 -3.789 17.663
H: 5.641 -4.515 19.503
H: 6.596 -3.157 19.832
H: 6.944 -4.714 20.674
H: 8.674 -4.789 19.238
H: 7.275 -6.848 19.126
H: 8.187 -6.547 17.679
H: 6.079 -8.104 17.739
H: 6.890 -7.825 16.319
H: 5.112 -7.581 16.279
H: 7.801 -2.951 18.223
H: 8.851 -3.722 17.410
C: 17.361 -4.321 27.066
C: 15.978 -3.589 27.171
C: 15.546 -3.099 28.561
O: 14.818 -4.191 29.240
C: 14.293 -3.808 30.535
N: 16.038 -2.483 26.216
H: 18.077 -3.798 27.700
H: 17.611 -4.300 26.006
H: 17.326 -5.378 27.331
H: 15.224 -4.313 26.860
H: 15.028 -2.141 28.522
H: 16.462 -2.803 29.074
H: 13.869 -4.776 30.805
H: 13.546 -3.018 30.622
H: 15.061 -3.496 31.243
H: 16.729 -1.866 26.618
H: 16.616 -2.837 25.467
C: 15.877 1.240 24.364
C: 14.368 0.864 24.647
C: 13.444 1.552 23.636
O: 12.046 1.262 23.707
C: 11.271 1.974 22.755
N: 14.263 -0.638 24.757
H: 16.114 1.120 23.307
H: 16.628 0.884 25.069
H: 15.910 2.329 24.340
H: 14.034 1.276 25.599
H: 13.797 1.314 22.633
H: 13.539 2.638 23.600
H: 11.441 3.028 22.972
H: 10.241 1.925 23.106
H: 11.328 1.818 21.677
H: 14.885 -1.062 25.431
H: 14.655 -0.982 23.892
C: 21.547 -4.484 27.122
C: 21.301 -5.908 27.618
C: 20.162 -6.632 26.808
O: 20.366 -6.382 25.382
C: 19.211 -6.782 24.596
N: 22.539 -6.690 27.532
H: 21.765 -4.599 26.061
H: 22.447 -4.055 27.563
H: 20.725 -3.797 27.324
H: 21.003 -5.887 28.666
H: 19.195 -6.215 27.091
H: 20.223 -7.714 26.927
H: 18.380 -6.077 24.599
H: 18.897 -7.813 24.758
H: 19.563 -6.698 23.567
H: 22.925 -6.591 26.604
H: 22.300 -7.656 27.705
C: 6.767 -4.947 26.599
C: 6.424 -4.275 25.204
C: 7.215 -4.921 24.074
O: 8.586 -4.858 24.266
C: 9.272 -6.096 24.486
N: 5.076 -4.540 24.830
H: 7.779 -4.677 26.902
H: 6.500 -6.003 26.644
H: 6.156 -4.410 27.324
H: 6.542 -3.197 25.309
H: 6.999 -4.454 23.114
H: 6.976 -5.967 23.882
H: 10.289 -5.750 24.669
H: 9.222 -6.716 23.592
H: 8.864 -6.636 25.341
H: 4.585 -4.664 25.704
H: 5.024 -5.477 24.459
C: 17.579 -3.219 20.182
C: 18.165 -3.564 21.512
C: 17.591 -2.720 22.642
O: 17.966 -3.220 23.884
C: 19.297 -2.894 24.191
N: 17.948 -5.050 21.765
H: 16.590 -3.654 20.036
H: 18.202 -3.665 19.407
H: 17.551 -2.157 19.941
H: 19.239 -3.385 21.458
H: 16.507 -2.815 22.715
H: 17.920 -1.681 22.618
H: 19.329 -1.820 24.377
H: 20.036 -3.145 23.429
H: 19.669 -3.531 24.993
H: 16.979 -5.225 21.538
H: 17.978 -5.110 22.772
C: 14.371 -8.589 26.718
C: 13.711 -9.920 26.657
C: 14.213 -10.718 25.448
O: 13.469 -11.858 25.044
C: 12.247 -11.556 24.399
N: 13.846 -10.680 27.899
H: 15.442 -8.635 26.516
H: 14.264 -8.099 27.686
H: 13.835 -8.090 25.911
H: 12.674 -9.715 26.393
H: 15.193 -11.108 25.723
H: 14.386 -10.162 24.526
H: 11.554 -10.818 24.805
H: 11.793 -12.547 24.385
H: 12.366 -11.214 23.371
H: 13.651 -11.667 27.807
H: 13.113 -10.462 28.559
C: 11.775 -8.808 16.189
C: 10.910 -8.142 15.090
C: 9.619 -8.971 14.754
O: 8.877 -8.343 13.725
C: 7.716 -9.189 13.412
N: 10.695 -6.724 15.222
H: 12.715 -8.341 16.482
H: 12.174 -9.779 15.891
H: 11.228 -8.985 17.115
H: 11.541 -8.113 14.202
H: 9.038 -9.156 15.658
H: 9.996 -9.929 14.396
H: 8.083 -10.145 13.038
H: 7.004 -8.709 12.740
H: 7.069 -9.333 14.277
H: 11.490 -6.169 15.505
H: 10.026 -6.431 15.919
C: 12.413 -2.148 13.513
C: 11.310 -3.114 13.160
C: 10.499 -2.951 11.801
O: 9.464 -3.898 11.622
C: 8.387 -3.373 10.873
N: 11.889 -4.494 13.291
H: 13.108 -2.190 12.674
H: 12.855 -2.409 14.475
H: 12.258 -1.072 13.588
H: 10.635 -3.108 14.015
H: 11.063 -2.898 10.869
H: 10.085 -1.959 11.980
H: 8.431 -3.983 9.971
H: 8.426 -2.305 10.661
H: 7.393 -3.683 11.193
H: 12.709 -4.767 12.767
H: 12.376 -4.475 14.176
C: 19.914 -8.102 18.996
C: 21.208 -7.621 19.745
C: 21.508 -6.171 19.213
O: 22.764 -5.650 19.731
C: 23.107 -4.376 19.225
N: 21.020 -7.780 21.158
H: 19.679 -9.017 19.539
H: 20.065 -8.413 17.962
H: 19.062 -7.421 18.998
H: 21.968 -8.272 19.313
H: 20.743 -5.445 19.488
H: 21.465 -6.114 18.126
H: 23.136 -4.362 18.135
H: 24.111 -4.194 19.609
H: 22.413 -3.588 19.515
H: 21.729 -7.189 21.569
H: 20.240 -7.237 21.501
C: 11.463 -5.006 27.111
C: 11.147 -3.490 26.639
C: 10.395 -2.803 27.767
O: 10.307 -1.461 27.338
C: 9.479 -0.754 28.199
N: 12.461 -2.799 26.379
H: 12.280 -5.010 27.832
H: 11.898 -5.497 26.241
H: 10.650 -5.574 27.563
H: 10.518 -3.573 25.753
H: 10.981 -2.738 28.683
H: 9.394 -3.215 27.901
H: 9.288 0.276 27.898
H: 9.773 -0.834 29.245
H: 8.454 -1.123 28.235
H: 13.022 -2.924 27.210
H: 12.979 -3.274 25.654
C: 10.424 -12.464 20.477
C: 10.948 -11.282 19.652
C: 12.486 -10.972 19.670
O: 12.977 -11.046 21.046
C: 13.879 -9.997 21.315
N: 10.602 -11.683 18.280
H: 9.364 -12.664 20.322
H: 10.639 -12.331 21.537
H: 10.972 -13.368 20.210
H: 10.356 -10.454 20.041
H: 12.727 -10.044 19.151
H: 12.959 -11.795 19.135
H: 13.453 -9.021 21.082
H: 14.812 -10.210 20.794
H: 14.034 -9.949 22.393
H: 9.622 -11.926 18.278
H: 11.092 -12.505 17.958

Cartesian forces (eV/Å) of the 6 atoms listed first:
Pb 0.3 -1.8 -0.5
O -3.2 0.4 -2.3
C 1.6 -1.6 2.8
O 1.5 -0.8 1.3
B -0.2 2.0 -0.1
O 0.8 0.3 0.7

## Properties
- HOMO energy (eV) = -6.30
- orbital gap (eV) = 4.7
- multiplicity = 1

Here are the Mulliken charges for atoms 1 to 4, given in e: number 1, Pb, carries 1.282; number 2, O, carries -0.861; number 3, C, carries 0.639; number 4, O, carries 0.927

=====

The following is a quantum chemistry calculation of a cluster of 15 separate species, H30O15 in total, from the Open Molecules 2025 dataset.

Cartesian coordinates (Å):
O: 2.728 -0.543 3.346
H: 3.647 -0.289 3.505
H: 2.942 -1.303 2.789
O: -3.571 -0.805 1.666
H: -4.454 -1.067 1.952
H: -3.373 -0.071 2.245
O: 1.545 2.967 3.062
H: 1.321 2.082 3.377
H: 1.763 2.813 2.136
O: 3.221 1.488 -0.753
H: 3.923 1.711 -0.081
H: 3.723 2.183 -1.237
O: 0.345 -3.340 -0.780
H: 0.780 -2.488 -0.842
H: 0.399 -3.815 -1.602
O: -1.834 -0.911 -3.147
H: -2.360 -1.444 -2.545
H: -0.982 -1.279 -3.369
O: 2.027 -2.181 -2.848
H: 2.913 -2.358 -3.170
H: 1.468 -2.384 -3.595
O: 0.962 -0.193 0.075
H: 0.201 -0.230 0.660
H: 1.383 0.661 0.204
O: -1.929 -2.162 3.435
H: -2.045 -3.056 3.144
H: -2.520 -1.657 2.840
O: -0.124 3.369 -0.117
H: -0.804 2.701 -0.161
H: -0.551 4.211 0.067
O: -1.803 2.653 2.289
H: -1.066 3.200 1.976
H: -2.072 3.159 3.057
O: 0.707 1.626 -2.819
H: 1.240 1.217 -2.141
H: -0.157 1.298 -2.532
O: 3.527 -1.133 0.059
H: 3.941 -0.316 -0.214
H: 2.909 -1.308 -0.659
O: -2.401 2.319 -2.639
H: -2.780 2.770 -1.879
H: -3.004 1.595 -2.832
O: -3.340 -3.175 -1.005
H: -2.495 -3.458 -0.643
H: -3.950 -3.054 -0.274

Cartesian forces (eV/Å) of the 6 atoms listed first:
O 0.9 -0.4 0.0
H -0.2 0.7 0.3
H -0.8 -0.1 -0.5
O -0.4 -0.3 -0.1
H -0.1 0.0 -0.1
H 0.3 0.8 0.1

## Properties
- HOMO energy (spin up / spin down) (eV) = 0.26 / -7.44
- orbital gap (spin up / spin down) (eV) = 1.9 / 9.6
- multiplicity = 2
- net charge = -1

Here are the Mulliken charges for atoms 1 to 4, given in e: number 1, O, carries -0.670; number 2, H, carries 0.314; number 3, H, carries 0.294; number 4, O, carries -0.772

=====

The following is a quantum chemistry calculation of the ion C2H8ClN2 with charge +1, from the Open Molecules 2025 dataset.

Cartesian coordinates (Å):
C: 1.001 -0.100 -0.151
C: -1.291 -1.057 -0.229
N: -0.037 -1.212 0.358
N: 0.203 1.215 -0.422
Cl: -2.422 0.496 0.276
H: 1.552 0.052 0.723
H: 1.406 -0.542 -1.051
H: -1.969 -1.842 -0.115
H: -1.079 -0.733 -1.232
H: -0.047 -1.345 1.431
H: -0.680 1.096 0.350
H: -0.227 1.163 -1.405
H: 0.880 1.991 -0.321

Cartesian forces (eV/Å) of the 6 atoms listed first:
C -4.5 -2.7 0.9
C 3.7 -2.9 -0.9
N 2.3 1.7 1.6
N -0.7 -1.8 0.1
Cl -3.7 3.8 1.5
H 1.7 0.4 0.6

## Properties
- HOMO energy (spin up / spin down) (eV) = -9.65 / -14.59
- orbital gap (spin up / spin down) (eV) = 6.0 / 5.5
- multiplicity = 3
- net charge = +1

Here are the Mulliken charges for atoms 1 to 4, given in e: number 1, C, carries -0.540; number 2, C, carries -0.863; number 3, N, carries -0.277; number 4, N, carries -0.409